1.
{
  "formula": "C5H13N2",
  "method": "wB97M-V/def2-TZVPD",
  "orbital_gap_ev": [10.81, 6.73],
  "e_lumo_ev": [-7.603, -11.696],
  "charge": 2,
  "multiplicity": 2,
  "e_homo_ev": [-18.42, -18.43],
  "symbols": ["C", "C", "C", "C", "C", "N", "N", "H", "H", "H", "H", "H", "H", "H", "H", "H", "H", "H", "H", "H"],
  "positions_angstrom": [[-1.5285, 1.5387, -0.2970], [-0.3766, 1.1718, 0.7035], [1.0395, 0.6722, 0.0017], [0.8141, -0.6192, -0.8787], [0.1603, -1.6958, -0.3327], [0.6288, -3.1008, -0.8162], [-0.0689, 2.2490, 1.6756], [-1.1352, 2.4643, -0.8257], [-2.5270, 1.8101, 0.1975], [-1.6387, 0.8949, -1.1247], [-0.6971, 0.4345, 1.4628], [1.8880, 0.5952, 0.8517], [1.3213, 1.3244, -0.8266], [1.1907, -0.7461, -1.9102], [-0.5364, -1.6873, 0.4891], [-0.1846, -3.7572, -0.8057], [1.3386, -3.3664, -0.1919], [1.0648, -3.0994, -1.7425], [0.0290, 1.8710, 2.7050], [-0.7821, 3.0460, 1.6651]],
  "atomic_forces_ev_per_a": [[0.9930, 3.0793, 1.3074], [0.6957, 0.1764, -0.5725], [-0.6268, -0.6623, -0.0426], [-1.2741, -1.9605, 2.6626], [2.5074, 0.8827, -1.9313], [-3.2550, 1.5964, -0.7955], [-3.0240, -0.9421, 1.7192], [-0.6817, -0.6357, 0.6308], [1.5469, -0.6533, -0.6256], [-0.2154, -1.3709, -0.4708], [0.2050, -0.5171, -0.4507], [-1.9206, -0.1576, -2.2991], [0.1290, 1.0679, 0.9180], [0.5499, 0.4566, 0.8772], [0.3034, -0.4251, 0.3443], [0.9525, 0.1615, -0.0416], [1.1283, -0.9225, 1.3758], [-0.2774, 0.1686, -0.1712], [0.6924, 1.2584, -2.2710], [1.5714, -0.6008, -0.1634]]
}



2.
{
  "formula": "C5H13N2O",
  "method": "wB97M-V/def2-TZVPD",
  "orbital_gap_ev": 6.79,
  "e_lumo_ev": 3.817,
  "charge": -1,
  "multiplicity": 1,
  "e_homo_ev": -2.97,
  "symbols": ["C", "N", "C", "C", "C", "N", "C", "O", "H", "H", "H", "H", "H", "H", "H", "H", "H", "H", "H", "H", "H"],
  "positions_angstrom": [[0.2842, -1.6979, -0.4459], [1.4750, -2.2319, -0.9064], [1.9283, 0.0786, 2.0958], [-0.1647, -0.3049, -0.8571], [-1.2894, -0.4618, -1.8172], [-0.7640, 0.3666, 0.3264], [-1.1013, 1.8695, 0.0534], [-2.2947, 2.0240, -0.5645], [1.4771, -1.4262, -0.0232], [-0.3567, -1.9389, 0.4259], [1.4102, 0.3639, 1.1715], [1.6643, 0.8199, 2.8488], [3.0215, 0.1107, 1.8875], [1.6491, -0.9215, 2.4899], [0.7082, 0.1993, -1.2762], [-0.8901, -0.8319, -2.7708], [-1.6887, 0.5332, -1.9463], [-2.0785, -1.1726, -1.4564], [-1.7239, -0.0056, 0.3476], [-0.2448, 2.1518, -0.5613], [-1.0212, 2.4758, 0.9782]],
  "atomic_forces_ev_per_a": [[2.7575, 0.8462, -0.8373], [-3.3831, 0.9228, 2.0243], [0.7872, -0.1436, -0.1515], [-1.0796, -0.1926, 1.2230], [-0.0658, -0.8675, -1.9334], [0.0118, 0.4280, 0.4519], [-1.1569, -0.4509, -1.0178], [0.7550, -0.0711, 0.5698], [1.2950, -0.4176, -0.3410], [-0.0211, -1.3393, -0.2580], [-0.1204, -0.3570, 0.4992], [0.0933, 0.0349, -0.0076], [-0.5987, -0.0721, 0.3764], [0.0625, 0.5863, -0.5414], [-0.2374, 0.2947, 0.0309], [-0.2847, -0.1677, -0.1228], [-0.6664, 0.1933, -0.0840], [0.6054, 0.6529, -0.1636], [0.4145, 0.2195, 0.2961], [0.7019, 0.4457, -0.4021], [0.1301, -0.5450, 0.3887]]
}



3.
{
  "formula": "C5H13N2O",
  "method": "wB97M-V/def2-TZVPD",
  "smiles": "NCCC[C@@H](N)C[O-]",
  "orbital_gap_ev": 5.80,
  "e_lumo_ev": 3.547,
  "charge": -1,
  "multiplicity": 1,
  "e_homo_ev": -2.25,
  "symbols": ["N", "C", "C", "C", "C", "N", "C", "O", "H", "H", "H", "H", "H", "H", "H", "H", "H", "H", "H", "H", "H"],
  "positions_angstrom": [[1.0549, 0.9169, -3.0201], [0.0224, 0.4929, -2.0866], [0.4596, -0.6374, -1.1291], [0.6001, -0.1588, 0.3184], [-0.6622, -0.2006, 1.1833], [-1.0227, -1.5828, 1.4349], [-0.4082, 0.5733, 2.5248], [-1.4177, 0.3602, 3.4196], [1.3869, 1.8614, -2.9432], [1.1260, 0.5113, -3.9331], [-0.9135, 0.2606, -2.5743], [-0.1858, 1.3752, -1.4805], [-0.2937, -1.4305, -1.1720], [1.3925, -1.0811, -1.4777], [1.3880, -0.7512, 0.8009], [0.9683, 0.8757, 0.3669], [-1.4791, 0.3232, 0.6797], [-0.2958, -2.0250, 1.9828], [-1.8726, -1.5710, 1.9811], [0.5868, 0.2391, 2.9030], [-0.4342, 1.6487, 2.2214]],
  "atomic_forces_ev_per_a": [[0.4121, -0.0202, 0.1424], [0.6399, 0.3304, 0.3643], [-0.5817, 0.1383, -0.1074], [0.1500, -0.0002, 0.1353], [1.2562, 0.1431, 0.4385], [-0.4447, -0.3327, -1.0215], [-2.2186, -0.2342, 0.2019], [0.4785, -0.1442, -0.1633], [-0.1788, -0.0818, -0.1890], [-0.1953, 0.0202, -0.0305], [-0.2764, -0.2150, -0.3879], [-0.1742, -0.0025, 0.1259], [0.0727, -0.0589, 0.2299], [0.0736, 0.1537, -0.1722], [-0.1875, -0.0596, 0.1795], [0.0848, -0.0331, -0.2571], [-0.1940, -0.1907, -0.0834], [-0.0309, 0.1146, 0.2717], [0.1094, 0.0629, 0.5058], [0.3082, 0.2827, -0.1244], [0.8967, 0.1270, -0.0585]]
}



4.
{
  "formula": "C5H13N2O",
  "method": "wB97M-V/def2-TZVPD",
  "orbital_gap_ev": 6.69,
  "e_lumo_ev": 4.166,
  "charge": -1,
  "multiplicity": 1,
  "e_homo_ev": -2.52,
  "symbols": ["C", "O", "C", "N", "H", "H", "H", "H", "H", "H", "C", "C", "N", "C", "H", "H", "H", "H", "H", "H", "H"],
  "positions_angstrom": [[0.8542, 0.5497, 1.3915], [-0.0781, -0.4762, 1.6574], [0.2256, 1.8341, 0.9572], [1.1810, 2.8694, 0.6427], [1.4692, 0.7635, 2.2818], [1.5290, 0.2088, 0.5651], [-0.4626, 1.5721, 0.1349], [-0.3853, 2.2306, 1.7889], [1.9326, 2.4864, 0.0227], [0.7585, 3.6626, 0.1477], [-2.1627, -0.1045, -1.4734], [-1.2311, -1.1086, -1.4691], [-0.5413, -1.5925, -0.4025], [0.6373, -2.4394, -0.4029], [-2.4310, 0.3586, -0.5311], [-2.6698, 0.0655, -2.4323], [-1.0382, -1.6665, -2.3956], [-0.4057, -1.0526, 0.7761], [0.5940, -3.1496, 0.4217], [0.6223, -3.0778, -1.2951], [1.6023, -1.9335, -0.3858]],
  "atomic_forces_ev_per_a": [[0.0204, -1.6264, -0.1048], [0.7032, 1.3579, 1.9073], [-1.7508, 0.3103, 0.0278], [1.6435, 0.3536, -1.0864], [0.0782, -0.2444, -0.0940], [0.0162, 0.2810, 0.3042], [0.1533, 0.2170, 0.0918], [-0.0085, -0.3151, -0.2351], [-0.9756, 0.4942, 0.6219], [0.1657, -0.5986, 0.2380], [0.3494, -0.8028, -0.5954], [1.0815, -0.9946, 0.9358], [-0.2843, 0.0707, 0.0274], [-1.3988, -0.5223, -1.6065], [-0.1672, 0.2216, -0.2565], [-0.0074, 0.2088, 0.6949], [0.0229, 0.2864, -0.3116], [-0.1332, 0.9285, -0.6710], [0.0592, 0.1699, 0.3355], [0.2848, -0.1383, -0.3529], [0.1476, 0.3425, 0.1296]]
}